A cluster of 3 separate species, C5H16NO2 in total, computed with wB97M-V/def2-TZVPD.

Output
net charge = +1
HOMO-LUMO gap = 11.17 eV
E_LUMO = -3.070 eV
energy = -405.08857 Ha

```
24
Properties=species:S:1:pos:R:3:mulliken_charge:R:1
C -1.739 -2.053 0.611 -1.112
C -1.519 -0.952 1.658 -0.327
C -1.851 0.435 1.122 -0.958
C -0.914 0.846 0.014 -0.161
C 0.063 1.697 0.237 -0.355
N 0.942 2.175 -0.846 -0.206
H -0.920 -2.083 -0.109 0.269
H -1.731 -3.025 1.101 0.366
H -2.691 -1.917 0.101 0.300
H -2.129 -1.177 2.535 0.335
H -0.504 -1.018 2.062 0.276
H -2.854 0.455 0.688 0.347
H -1.858 1.214 1.879 0.393
H -1.035 0.341 -0.926 0.353
H 0.304 2.123 1.197 0.392
H 1.166 3.166 -0.829 0.375
H 1.765 1.572 -0.903 0.337
H 0.533 1.965 -1.760 0.367
H 2.111 -0.556 -1.856 0.362
H 1.828 0.069 -3.349 0.286
O 1.625 0.088 -2.410 -0.615
H 2.565 -0.933 0.424 0.310
H 3.796 -1.508 -0.226 0.304
O 3.047 -0.923 -0.416 -0.640
```



A cluster of 3 separate species, C5H16NO2 in total, computed with wB97M-V/def2-TZVPD.

Output
net charge = +1
HOMO-LUMO gap = 10.35 eV
E_LUMO = -2.950 eV
energy = -405.00933 Ha

```
24
Properties=species:S:1:pos:R:3:mulliken_charge:R:1
C -1.575 0.090 -1.150 -1.662
C -0.494 -0.356 -0.252 0.873
C -0.915 -1.370 0.729 -0.895
C -1.599 -2.602 0.060 -0.277
C -2.843 -2.631 -0.308 -0.688
N 0.142 0.812 0.504 -0.244
H -2.523 0.568 -0.675 0.350
H -1.195 0.924 -1.858 0.434
H -2.074 -0.644 -2.079 0.318
H 0.255 -0.648 -1.146 0.110
H -1.644 -0.971 1.425 0.516
H 0.004 -1.801 1.453 0.322
H -0.878 -3.398 -0.238 0.277
H -3.320 -3.484 -0.791 0.297
H -3.595 -1.733 0.024 0.161
H 1.169 0.891 0.106 0.401
H 0.247 0.525 1.499 0.370
H -0.336 1.690 0.499 0.333
H 3.362 0.505 0.956 0.291
H 3.499 1.529 0.084 0.357
O 2.779 0.929 0.288 -0.643
H 4.548 3.860 -0.029 0.329
H 3.231 4.010 0.715 0.315
O 3.754 3.305 0.185 -0.646
```



A cluster of 4 separate species, C5H16NO4 in total, computed with wB97M-V/def2-TZVPD.

Output
net charge = +1
HOMO-LUMO gap = 10.40 eV
E_LUMO = -3.216 eV
energy = -555.51188 Ha

```
26
Properties=species:S:1:pos:R:3:mulliken_charge:R:1
O 1.076 2.684 1.239 -0.407
C 1.256 2.036 0.245 -0.377
C 0.144 1.325 -0.545 0.157
C -1.088 0.728 0.151 -0.670
C -0.810 -0.527 0.846 -0.105
C 0.115 -0.906 1.729 -0.718
N 0.579 0.158 -1.432 -0.107
H 2.269 1.972 -0.137 0.388
H -0.043 2.176 -1.219 0.304
H -1.864 0.661 -0.643 0.409
H -1.425 1.508 0.889 0.311
H -1.507 -1.339 0.554 0.218
H 0.713 -0.127 2.194 0.258
H 0.191 -1.860 2.184 0.351
H 1.468 0.339 -1.912 0.394
H -0.148 0.018 -2.138 0.446
H 0.558 -0.845 -1.044 0.211
H -1.887 3.723 -0.354 0.318
H -1.791 3.607 -1.814 0.303
O -1.884 3.035 -1.037 -0.618
H 0.977 -2.518 -0.036 0.374
H 2.649 -2.382 -0.288 0.308
O 1.736 -2.227 -0.571 -0.703
H -0.329 -4.445 0.652 0.300
H -0.875 -3.169 1.385 0.315
O -0.080 -3.627 1.099 -0.660
```



A cluster of 3 separate species, C5H16O2 in total, computed with wB97M-V/def2-TZVPD.

Output
net charge = 0
HOMO-LUMO gap = 11.64 eV
E_LUMO = 0.629 eV
SMILES string = CCCCC.O.O
energy = -350.56944 Ha

```
23
Properties=species:S:1:pos:R:3:mulliken_charge:R:1
C 2.518 -0.210 0.234 -1.009
C 1.439 -1.228 -0.171 -0.471
C 0.109 -0.595 -0.601 -0.642
C -0.449 0.377 0.434 -0.292
C -0.771 -0.305 1.778 -1.333
H 3.511 -0.653 0.294 0.360
H 2.253 0.182 1.215 0.234
H 2.558 0.589 -0.509 0.226
H 1.266 -1.885 0.687 0.277
H 1.781 -1.878 -0.980 0.377
H 0.214 -0.083 -1.560 0.290
H -0.586 -1.429 -0.723 0.308
H 0.242 1.197 0.652 0.390
H -1.358 0.873 0.083 0.327
H -1.506 0.222 2.378 0.362
H -1.183 -1.296 1.565 0.292
H 0.131 -0.475 2.367 0.326
H 1.000 3.154 -2.817 0.300
H 0.544 1.989 -1.917 0.285
O 1.303 2.536 -2.144 -0.611
H -4.953 -0.821 -0.018 0.294
H -4.034 0.307 -0.321 0.304
O -4.030 -0.570 0.076 -0.593
```



A cluster of 4 separate species, C5H16O3 in total, computed with wB97M-V/def2-TZVPD.

Output
net charge = 0
HOMO-LUMO gap = 10.05 eV
E_LUMO = 0.383 eV
SMILES string = C=CCCC.O.O.O
energy = -425.77799 Ha

```
24
Properties=species:S:1:pos:R:3:mulliken_charge:R:1
C -2.621 3.231 -1.222 -1.141
C -1.743 2.036 -1.646 -0.387
C -1.906 0.852 -0.670 -0.677
C -1.037 -0.291 -1.110 -0.119
C 0.237 -0.484 -0.809 -0.734
H -2.349 4.096 -1.828 0.339
H -3.679 2.986 -1.336 0.313
H -2.464 3.444 -0.162 0.300
H -1.898 1.693 -2.669 0.354
H -0.707 2.384 -1.606 0.312
H -2.961 0.599 -0.694 0.385
H -1.604 1.223 0.311 0.288
H -1.588 -1.066 -1.637 0.283
H 0.763 0.160 -0.114 0.212
H 0.768 -1.383 -1.088 0.277
H 1.496 1.681 3.211 0.320
H 1.946 3.132 3.280 0.319
O 2.079 2.280 3.707 -0.639
H 4.822 -4.029 2.056 0.326
H 3.526 -4.791 2.362 0.307
O 4.447 -4.687 2.650 -0.634
H 1.167 -4.600 -1.004 0.314
H 1.507 -4.328 0.457 0.311
O 1.798 -4.139 -0.441 -0.629
```



A cluster of 2 separate species, C5H16Si2 in total, computed with wB97M-V/def2-TZVPD.

Output
net charge = 0
HOMO-LUMO gap = 7.32 eV
E_LUMO = -1.250 eV
energy = -778.92157 Ha

```
23
Properties=species:S:1:pos:R:3:mulliken_charge:R:1
C 0.673 -0.093 -1.426 -1.379
C 1.610 1.498 0.255 -1.921
C 1.845 -0.936 0.700 -1.819
C -0.465 0.114 0.847 -0.774
C 0.891 0.077 0.116 1.906
Si -1.763 1.422 0.318 0.513
Si -2.369 -2.867 -0.448 0.280
H 0.601 0.895 -1.968 0.319
H -0.197 -0.711 -1.690 0.246
H 1.577 -0.771 -1.744 0.371
H 1.983 1.716 1.253 0.400
H 2.374 1.566 -0.581 0.408
H 1.002 2.357 0.096 0.472
H 2.925 -0.582 0.669 0.370
H 1.737 -1.038 1.777 0.417
H 1.707 -1.957 0.319 0.422
H -0.810 -0.981 0.759 0.024
H -0.402 0.317 1.954 0.373
H -2.755 1.210 1.297 -0.202
H -1.309 2.938 0.077 -0.124
H -2.434 1.235 -0.977 -0.124
H -2.903 -1.542 -0.975 -0.061
H -3.517 -3.869 -0.630 -0.119
```



Calculated HOMO in order - -14.235, -13.296, -13.614, -11.015, -9.669, -8.568 eV
Calculated molar mass in order - 122.2, 122.2, 154.2, 108.2, 124.2, 132.4 g/mol